Molecular formula: C3H6BrO3S
Method: DFT, wB97M-V/def2-TZVPD

Geometry (Å):
1 Br -3.533 1.140 0.027
2 S 2.287 1.630 0.197
3 O 2.565 0.232 -0.114
4 O 0.921 2.058 0.057
5 O 3.275 2.616 -0.326
6 C -1.730 -1.107 -0.184
7 C -1.903 0.212 -0.246
8 C -0.393 -1.767 -0.183
9 H -0.597 -2.773 -0.768
10 H -0.053 -2.069 0.814
11 H -1.190 1.026 -0.292
12 H 2.748 1.606 1.633
13 H -2.639 -1.764 -0.056
14 H 0.241 -1.042 -0.559

Properties
E, eV: -90228.9765
Maximum force, hartree/bohr: 0.0865
Energy above the lowest of the compared OMol25 structures with the same formula, charge and spin, kcal per mole: 26.5
Charge: -1
Highest occupied orbital energy, eV: -5.284

***

Molecular formula: C3H6CaO3
Method: DFT, wB97M-V/def2-TZVPD

Geometry (Å):
1 Ca 2.235 1.616 0.252
2 O -1.709 -0.102 0.344
3 O 3.868 1.980 1.112
4 O 0.447 0.456 0.146
5 C -0.907 0.991 0.103
6 C 0.376 -0.970 -0.092
7 C -1.112 -1.181 -0.358
8 H -1.087 1.423 -0.895
9 H 0.725 -1.471 0.818
10 H 1.010 -1.243 -0.943
11 H -1.017 1.736 0.898
12 H -1.340 -1.113 -1.433
13 H -1.490 -2.123 0.050

Properties
E, eV: -27785.7121
Maximum force, hartree/bohr: 0.0648
Energy above the lowest of the compared OMol25 structures with the same formula, charge and spin, kcal per mole: 68.7
Charge: 0
Highest occupied orbital energy (spin up / spin down), eV: -5.843 / -5.842

***

Molecular formula: C3H6CdO3
Method: DFT, wB97M-V/def2-TZVPD

Geometry (Å):
1 Cd 0.694 0.080 -1.745
2 O 2.291 -0.246 -0.619
3 O -0.979 -0.805 -1.693
4 O 0.263 1.039 -0.028
5 C -1.044 0.597 0.292
6 C 2.046 0.217 0.560
7 C -1.373 -0.761 -0.353
8 H -1.749 1.355 -0.099
9 H 1.616 -0.478 1.305
10 H -1.174 0.534 1.389
11 H 2.741 0.959 0.993
12 H -0.869 -1.558 0.238
13 H -2.462 -0.933 -0.240

Properties
E, eV: -13910.9324
Maximum force, hartree/bohr: 0.0723
Energy above the lowest of the compared OMol25 structures with the same formula, charge and spin, kcal per mole: 47.1
Charge: 0
Highest occupied orbital energy, eV: -8.937